a) This record from the Open Molecules 2025 dataset describes a 11-piece molecular cluster, C22H66O11 overall. The level of theory is ωB97M-V/def2-TZVPD.

Computed properties:
Highest occupied orbital energy: -9.5217 eV
Structure (SMILES): CCO.CCO.CCO.CCO.CCO.CCO.CCO.CCO.CCO.CCO.CCO
LUMO: 0.46 eV
Spin multiplicity: 1
Charge: 0
Kohn-Sham gap: 9.9790 eV

Geometry as XYZ:
```
99
C22H66O11 (ωB97M-V/def2-TZVPD)
C 0.371 -0.665 -0.641
C 0.105 0.220 0.614
O 1.294 0.999 0.871
H 0.317 -0.149 -1.599
H -0.420 -1.411 -0.704
H 1.273 -1.260 -0.499
H -0.237 -0.274 1.523
H -0.663 0.961 0.390
H 1.963 0.354 1.114
C -1.777 3.999 3.977
C -0.561 3.093 3.852
O 0.174 3.392 2.705
H -2.487 3.830 3.167
H -1.387 5.012 3.879
H -2.310 3.991 4.928
H -0.907 2.060 3.813
H 0.074 3.219 4.729
H 0.395 2.579 2.245
C -1.756 0.726 -5.908
C -0.664 1.023 -4.860
O -1.185 0.949 -3.619
H -2.177 -0.262 -5.721
H -1.431 0.818 -6.944
H -2.563 1.457 -5.854
H -0.241 2.005 -5.070
H 0.138 0.294 -4.971
H -0.855 1.711 -3.138
C -3.182 0.514 3.726
C -2.354 -0.362 4.666
O -2.623 -0.008 5.974
H -2.668 0.545 2.765
H -3.594 1.437 4.134
H -4.086 -0.041 3.476
H -1.295 -0.302 4.415
H -2.651 -1.402 4.524
H -2.613 -0.842 6.449
C 1.877 5.190 -2.142
C 1.629 4.014 -1.131
O 0.778 3.005 -1.719
H 0.978 5.791 -2.279
H 2.046 4.844 -3.162
H 2.613 5.955 -1.897
H 1.221 4.291 -0.159
H 2.588 3.542 -0.918
H 0.649 2.384 -0.998
C -2.061 -2.757 -3.059
C -0.720 -3.271 -3.535
O -0.702 -4.707 -3.269
H -2.872 -3.477 -3.175
H -2.353 -1.849 -3.587
H -2.049 -2.437 -2.017
H 0.021 -2.785 -2.900
H -0.457 -2.936 -4.538
H -1.576 -5.046 -3.475
C -1.743 -4.177 0.833
C -2.243 -4.691 2.269
O -3.638 -4.707 2.381
H -2.050 -4.878 0.057
H -0.659 -4.286 0.864
H -1.920 -3.113 0.679
H -1.974 -4.021 3.086
H -1.760 -5.643 2.492
H -4.033 -5.277 3.044
C 2.975 -3.747 1.692
C 2.454 -2.296 2.034
O 3.179 -1.288 1.306
H 4.059 -3.748 1.572
H 2.692 -4.204 0.744
H 2.808 -4.409 2.541
H 2.656 -2.152 3.095
H 1.394 -2.147 1.829
H 3.981 -1.609 0.888
C -4.884 0.746 -0.546
C -3.431 0.114 -0.540
O -3.227 -0.669 0.561
H -5.578 -0.085 -0.672
H -5.071 1.445 -1.361
H -5.261 1.227 0.357
H -2.654 0.877 -0.585
H -3.482 -0.633 -1.332
H -4.036 -1.107 0.835
C 2.696 0.515 -5.752
C 2.501 0.185 -4.232
O 3.788 -0.029 -3.731
H 3.436 1.296 -5.926
H 1.789 0.916 -6.205
H 3.068 -0.365 -6.276
H 1.958 -0.722 -3.966
H 2.051 1.013 -3.685
H 4.440 -0.088 -4.433
C 5.314 2.187 4.218
C 4.988 1.296 3.061
O 3.829 0.578 3.293
H 5.290 1.710 5.198
H 4.626 3.029 4.291
H 6.308 2.627 4.135
H 5.709 0.579 2.669
H 4.847 1.887 2.156
H 3.782 -0.095 2.610
```



b) This record from the Open Molecules 2025 dataset describes a 11-piece molecular cluster, C22H66O11 overall. The level of theory is ωB97M-V/def2-TZVPD.

Computed properties:
Highest occupied orbital energy: -9.5414 eV
Structure (SMILES): CCO.CCO.CCO.CCO.CCO.CCO.CCO.CCO.CCO.CCO.CCO
LUMO: 0.31 eV
Spin multiplicity: 1
Charge: 0
Kohn-Sham gap: 9.8542 eV

Geometry as XYZ:
```
99
C22H66O11 (ωB97M-V/def2-TZVPD)
C -3.004 3.305 -0.928
C -3.332 4.476 -0.022
O -2.731 4.256 1.292
H -3.085 2.318 -0.481
H -1.997 3.392 -1.343
H -3.675 3.297 -1.793
H -4.407 4.509 0.176
H -2.930 5.394 -0.453
H -3.205 4.800 1.926
C -3.780 -0.135 2.363
C -4.586 1.095 2.679
O -4.456 1.270 4.113
H -2.806 -0.209 2.839
H -3.599 -0.272 1.290
H -4.337 -1.045 2.615
H -5.655 0.942 2.529
H -4.191 1.957 2.132
H -5.062 1.971 4.379
C -5.573 -2.326 -1.613
C -4.308 -1.518 -1.815
O -4.513 -0.148 -1.369
H -5.802 -2.497 -0.557
H -5.497 -3.330 -2.046
H -6.381 -1.778 -2.090
H -4.175 -1.466 -2.895
H -3.439 -1.932 -1.302
H -4.360 -0.111 -0.421
C -0.530 -0.700 -0.675
C 0.100 0.652 -0.398
O -0.806 1.389 0.347
H -0.093 -1.202 -1.533
H -1.619 -0.658 -0.711
H -0.345 -1.351 0.188
H 0.265 1.240 -1.312
H 1.050 0.555 0.138
H -0.395 2.217 0.667
C 4.967 1.168 1.439
C 4.340 0.941 0.104
O 4.848 1.956 -0.798
H 4.805 0.290 2.084
H 4.480 1.996 1.949
H 6.042 1.308 1.379
H 3.245 1.023 0.204
H 4.560 0.001 -0.420
H 4.228 2.092 -1.546
C -2.151 -4.405 -0.631
C -1.966 -5.789 -0.036
O -3.011 -6.037 0.888
H -3.180 -4.318 -1.003
H -1.465 -4.168 -1.440
H -2.123 -3.624 0.138
H -0.988 -5.969 0.445
H -1.923 -6.559 -0.833
H -2.980 -6.967 1.132
C 3.078 -3.907 -4.224
C 3.955 -3.674 -2.994
O 3.130 -3.450 -1.898
H 2.934 -4.973 -4.340
H 3.583 -3.484 -5.089
H 2.179 -3.317 -4.062
H 4.581 -2.780 -3.161
H 4.664 -4.496 -2.834
H 3.642 -3.501 -1.052
C 2.253 0.843 -4.706
C 2.845 1.129 -3.351
O 3.706 2.259 -3.354
H 1.609 -0.041 -4.654
H 3.053 0.644 -5.417
H 1.622 1.657 -5.069
H 3.407 0.245 -3.045
H 2.070 1.252 -2.583
H 3.170 3.052 -3.466
C 0.605 1.560 3.755
C -0.763 2.093 3.952
O -1.297 1.528 5.149
H 1.316 1.859 4.531
H 1.037 1.848 2.793
H 0.582 0.469 3.795
H -1.410 1.909 3.092
H -0.716 3.181 4.106
H -2.244 1.378 5.038
C 2.072 5.143 0.675
C 0.621 5.329 1.044
O 0.031 4.031 1.186
H 2.123 4.376 -0.090
H 2.636 4.865 1.563
H 2.459 6.088 0.294
H 0.142 5.867 0.209
H 0.471 5.907 1.962
H -0.957 4.081 1.190
C 2.405 -3.553 1.587
C 3.728 -2.860 1.251
O 4.619 -3.659 0.458
H 2.592 -4.558 1.983
H 1.726 -3.540 0.739
H 1.915 -3.052 2.420
H 4.162 -2.519 2.202
H 3.544 -1.960 0.660
H 4.651 -4.566 0.788
```



c) This record from the Open Molecules 2025 dataset describes a 11-piece molecular cluster, C22H66O11 overall. The level of theory is ωB97M-V/def2-TZVPD.

Computed properties:
Highest occupied orbital energy: -9.7149 eV
Structure (SMILES): CCO.CCO.CCO.CCO.CCO.CCO.CCO.CCO.CCO.CCO.CCO
LUMO: 0.15 eV
Spin multiplicity: 1
Charge: 0
Kohn-Sham gap: 9.8651 eV

Geometry as XYZ:
```
99
C22H66O11 (ωB97M-V/def2-TZVPD)
C -28.244 27.749 23.247
C -28.107 28.845 22.150
O -29.128 29.746 22.204
H -28.246 28.182 24.247
H -27.427 27.035 23.151
H -29.150 27.144 23.212
H -28.209 28.431 21.146
H -27.105 29.273 22.159
H -29.738 29.679 21.465
C -33.658 32.697 21.577
C -34.748 32.213 20.546
O -34.523 32.511 19.213
H -33.907 32.219 22.524
H -33.722 33.765 21.785
H -32.680 32.411 21.188
H -35.684 32.702 20.815
H -34.930 31.140 20.602
H -35.325 32.449 18.688
C -37.367 31.074 30.488
C -37.948 30.348 29.176
O -37.979 28.952 29.398
H -37.243 32.145 30.332
H -36.431 30.561 30.712
H -38.029 30.983 31.349
H -37.436 30.518 28.229
H -39.024 30.454 29.037
H -38.427 28.576 28.637
C -39.313 30.627 23.105
C -40.244 31.583 23.810
O -39.574 32.471 24.591
H -38.770 30.073 23.870
H -38.607 31.024 22.375
H -39.967 29.993 22.506
H -40.951 31.014 24.413
H -40.864 32.226 23.186
H -39.042 33.039 24.029
C -28.843 32.345 26.196
C -27.744 33.115 25.554
O -28.066 33.319 24.233
H -29.040 31.412 25.668
H -29.761 32.933 26.203
H -28.530 32.017 27.188
H -26.797 32.576 25.514
H -27.623 34.095 26.014
H -28.713 32.751 23.809
C -28.177 28.794 31.038
C -29.609 28.393 30.696
O -30.490 29.399 30.443
H -27.536 27.914 31.091
H -28.143 29.281 32.013
H -27.770 29.468 30.285
H -30.032 27.880 31.560
H -29.617 27.744 29.821
H -31.252 29.104 29.938
C -39.311 27.170 34.251
C -37.865 26.752 33.950
O -37.807 26.253 32.676
H -39.965 26.307 34.124
H -39.654 28.022 33.664
H -39.341 27.303 35.333
H -37.510 25.898 34.527
H -37.105 27.529 34.033
H -38.025 26.926 32.028
C -38.940 23.875 26.540
C -39.924 24.788 25.871
O -40.018 25.946 26.620
H -37.902 24.070 26.269
H -39.114 22.825 26.304
H -38.832 24.018 27.615
H -40.857 24.226 25.825
H -39.700 24.976 24.821
H -40.943 26.201 26.608
C -32.910 27.507 25.898
C -34.144 27.277 26.872
O -33.827 28.161 27.955
H -31.982 27.400 26.458
H -32.932 28.511 25.474
H -32.806 26.695 25.178
H -34.298 26.260 27.233
H -35.089 27.623 26.455
H -34.529 27.969 28.581
C -32.237 26.870 20.177
C -32.343 27.583 18.750
O -31.977 28.913 18.916
H -33.028 26.134 20.320
H -32.254 27.499 21.068
H -31.274 26.377 20.307
H -33.414 27.602 18.550
H -31.852 27.191 17.859
H -32.615 29.526 18.546
C -31.989 23.017 32.149
C -32.983 23.820 31.278
O -34.195 23.283 31.637
H -32.170 23.370 33.164
H -30.983 23.329 31.869
H -32.108 21.934 32.124
H -32.806 23.633 30.219
H -32.851 24.886 31.459
H -34.737 24.060 31.788
```



d) This record from the Open Molecules 2025 dataset describes a 11-piece molecular cluster, C22H66O11 overall. The level of theory is ωB97M-V/def2-TZVPD.

Computed properties:
Highest occupied orbital energy: -9.5035 eV
Structure (SMILES): CCO.CCO.CCO.CCO.CCO.CCO.CCO.CCO.CCO.CCO.CCO
LUMO: 0.46 eV
Spin multiplicity: 1
Charge: 0
Kohn-Sham gap: 9.9659 eV

Geometry as XYZ:
```
99
C22H66O11 (ωB97M-V/def2-TZVPD)
C -2.032 4.039 -1.407
C -1.513 2.786 -2.092
O -0.094 2.696 -1.930
H -1.721 4.019 -0.363
H -3.113 4.147 -1.486
H -1.621 4.902 -1.935
H -1.757 2.763 -3.143
H -1.933 1.913 -1.586
H 0.205 1.890 -2.371
C 4.189 3.366 0.239
C 2.907 2.645 -0.156
O 1.795 3.511 -0.032
H 4.190 4.403 -0.102
H 5.112 2.921 -0.098
H 4.251 3.458 1.327
H 2.759 1.735 0.434
H 2.961 2.307 -1.198
H 1.146 3.315 -0.727
C -1.502 -0.086 -5.893
C -1.432 -1.157 -4.794
O -0.096 -1.173 -4.352
H -2.486 -0.091 -6.368
H -0.829 -0.433 -6.680
H -1.214 0.878 -5.515
H -1.775 -2.122 -5.180
H -2.112 -0.863 -3.982
H 0.035 -1.717 -3.547
C -2.538 0.867 4.942
C -2.060 0.160 3.665
O -3.117 -0.612 3.110
H -3.459 1.424 4.789
H -1.751 1.600 5.169
H -2.542 0.235 5.827
H -1.209 -0.483 3.892
H -1.741 0.875 2.901
H -3.812 0.010 2.849
C -4.438 0.225 0.121
C -5.629 0.748 0.902
O -5.155 1.157 2.199
H -3.739 1.041 -0.068
H -4.811 -0.120 -0.849
H -3.956 -0.646 0.559
H -6.358 -0.058 1.027
H -6.118 1.599 0.424
H -5.784 1.791 2.555
C 3.587 -3.861 1.446
C 4.476 -2.639 1.288
O 3.676 -1.481 1.495
H 2.768 -3.944 0.730
H 3.142 -3.870 2.444
H 4.145 -4.798 1.387
H 4.932 -2.645 0.295
H 5.226 -2.637 2.083
H 4.115 -0.699 1.111
C -1.461 -5.654 1.861
C -0.851 -4.503 1.064
O -1.545 -3.359 1.534
H -2.551 -5.681 1.876
H -1.226 -5.566 2.925
H -1.082 -6.631 1.547
H -0.928 -4.695 -0.012
H 0.214 -4.398 1.293
H -0.935 -2.614 1.549
C 2.445 -2.959 -2.768
C 1.229 -3.618 -2.151
O 0.203 -2.633 -1.998
H 3.194 -3.738 -2.942
H 2.899 -2.228 -2.097
H 2.156 -2.464 -3.695
H 1.512 -4.104 -1.214
H 0.777 -4.359 -2.811
H 0.311 -2.166 -1.136
C 5.508 -0.211 -1.970
C 4.884 0.737 -0.955
O 5.399 0.424 0.355
H 5.340 0.123 -2.999
H 5.072 -1.209 -1.963
H 6.586 -0.235 -1.810
H 3.822 0.516 -0.883
H 5.038 1.783 -1.152
H 6.159 0.975 0.557
C -0.788 0.025 0.149
C 0.680 -0.161 0.482
O 1.069 -1.553 0.434
H -1.146 1.040 0.296
H -1.392 -0.720 0.667
H -0.856 -0.194 -0.923
H 0.892 0.173 1.501
H 1.302 0.316 -0.278
H 2.008 -1.545 0.703
C -3.611 4.414 1.914
C -2.589 3.652 2.742
O -1.784 4.571 3.461
H -3.083 5.135 1.281
H -4.275 4.963 2.580
H -4.130 3.761 1.210
H -1.993 2.996 2.096
H -3.097 3.012 3.457
H -1.554 5.294 2.870
```



Most stable: d) (next structure +40.4 kJ/mol)



a) This record from the Open Molecules 2025 dataset describes a 5-piece molecular cluster, C2H15NO4 overall. The level of theory is ωB97M-V/def2-TZVPD.

Computed properties:
Highest occupied orbital energy: -10.0302 eV
Structure (SMILES): CCN.O.O.O.O
LUMO: 0.69 eV
Spin multiplicity: 1
Charge: 0
Kohn-Sham gap: 10.7213 eV

Geometry as XYZ:
```
22
C2H15NO4 (ωB97M-V/def2-TZVPD)
C 0.558 -0.441 -2.191
C -0.873 -0.161 -1.783
N -0.937 1.068 -0.899
H 0.881 0.275 -2.960
H 0.645 -1.412 -2.669
H 1.309 -0.427 -1.406
H -1.348 -0.975 -1.249
H -1.410 0.147 -2.674
H -1.878 1.440 -0.978
H -0.315 1.758 -1.302
O -1.935 -3.589 2.853
H -1.399 -4.351 3.036
H -2.667 -4.008 2.372
O 2.633 1.131 0.920
H 2.035 0.423 1.223
H 3.355 0.721 0.439
O 0.539 3.201 1.243
H 0.122 2.653 0.561
H 1.418 2.798 1.084
O 0.096 -0.252 1.348
H -0.190 -0.045 2.259
H -0.639 0.048 0.772
```



b) This record from the Open Molecules 2025 dataset describes a 5-piece molecular cluster, C2H15NO4 overall. The level of theory is ωB97M-V/def2-TZVPD.

Computed properties:
Highest occupied orbital energy: -9.2946 eV
Structure (SMILES): CCN.O.O.O.O
LUMO: 0.59 eV
Spin multiplicity: 1
Charge: 0
Kohn-Sham gap: 9.8848 eV

Geometry as XYZ:
```
22
C2H15NO4 (ωB97M-V/def2-TZVPD)
C 0.389 -1.375 -1.923
C 1.551 -0.683 -1.072
N 0.772 0.228 -0.011
H -0.306 -2.259 -1.460
H 0.924 -1.811 -2.772
H -0.232 -0.471 -2.138
H 2.308 0.024 -1.515
H 2.048 -1.577 -0.633
H 1.414 0.713 0.691
H 0.107 -0.448 0.444
O 3.483 0.638 1.218
H 3.970 -0.205 1.027
H 3.723 0.781 2.103
O -3.318 0.438 0.371
H -2.523 1.039 0.255
H -3.824 0.996 1.046
O -1.372 -1.331 1.511
H -1.577 -1.801 2.300
H -2.143 -0.688 1.340
O -1.214 1.902 -0.679
H -1.087 1.982 -1.640
H -0.474 1.297 -0.375
```



Most stable: a) (next structure +74.6 kJ/mol)



a) This record from the Open Molecules 2025 dataset describes C2H15NO4 as an isolated structure. The level of theory is ωB97M-V/def2-TZVPD.

Computed properties:
Highest occupied orbital energy: -10.3746 eV
LUMO: 0.62 eV
Spin multiplicity: 1
Charge: 0
Kohn-Sham gap: 10.9929 eV

Geometry as XYZ:
```
22
C2H15NO4 (ωB97M-V/def2-TZVPD)
H -0.709 -0.529 0.722
O -0.661 -0.903 1.977
N -0.886 0.101 -0.442
H -1.512 -0.760 2.404
H -1.834 0.024 -0.884
C 0.016 -0.195 -1.583
H -0.117 -1.361 -1.751
H 1.063 -0.048 -1.275
H -0.793 1.112 -0.166
C -0.206 0.419 -2.966
H 0.705 0.721 -3.568
H -0.698 -0.265 -3.689
H -0.682 1.409 -3.033
O 1.080 0.708 2.954
H 0.307 -0.012 2.568
H 1.890 0.428 2.531
O -0.145 -2.981 0.394
H 0.277 -3.545 1.002
H -0.128 -2.114 0.889
O 0.948 2.499 0.978
H 1.015 3.428 1.042
H 1.070 1.864 1.897
```



b) This record from the Open Molecules 2025 dataset describes a 5-piece molecular cluster, C2H15NO4 overall. The level of theory is ωB97M-V/def2-TZVPD.

Computed properties:
Highest occupied orbital energy: -8.2185 eV
Structure (SMILES): CCN.O.O.O.O
LUMO: 0.33 eV
Spin multiplicity: 1
Charge: 0
Kohn-Sham gap: 8.5467 eV

Geometry as XYZ:
```
22
C2H15NO4 (ωB97M-V/def2-TZVPD)
C -0.949 1.936 -2.532
C -0.778 1.864 -1.025
N -0.967 0.439 -0.629
H -0.106 1.593 -3.143
H -1.126 2.979 -2.814
H -1.736 1.293 -2.950
H -1.369 2.473 -0.372
H 0.260 1.999 -0.668
H -1.587 0.099 0.083
H -0.218 -0.218 -0.718
O 2.744 2.168 -2.212
H 2.886 2.137 -1.254
H 3.670 2.355 -2.422
O 0.994 -3.210 3.306
H 1.476 -3.025 4.110
H 1.224 -4.144 3.168
O -1.393 -2.262 -1.915
H -1.577 -2.754 -1.105
H -0.583 -1.877 -1.583
O -0.247 -0.115 4.159
H -0.022 -0.416 5.054
H -0.507 -0.968 3.779
```



Most stable: a) (next structure +18.2 kJ/mol)